Entry 1:
This record from the OMol25 dataset describes C12H25NO5 as an isolated structure at a distorted geometry. The level of theory is the ωB97M-V functional and the def2-TZVPD basis.

The geometry in XYZ format:
```
43
Properties=species:S:1:pos:R:3:forces:R:3
O -2.3307 0.8290 -0.0363 -1.746 -1.490 -0.695
O -2.4804 -2.2614 -0.0389 2.684 -0.578 1.254
O -1.1759 1.7581 1.7709 4.270 3.952 -3.108
O 0.8880 2.1865 -1.1941 0.986 0.949 3.410
O 3.2057 -0.0364 0.1565 -0.064 -1.511 1.774
N 0.4976 -2.0947 -0.3179 -1.180 -0.820 1.161
C -1.2068 2.7605 0.5492 -4.723 -0.724 1.054
C -3.0533 -0.2334 -0.7286 -2.886 5.547 -2.015
C -0.2144 -2.1067 1.0301 -0.343 -0.873 -0.593
C 1.3173 0.8334 -1.2510 -4.895 -1.604 -5.854
C -2.3634 -1.4344 -1.1831 1.890 -2.806 0.910
C 0.2128 1.4139 1.4903 0.902 -1.281 3.795
C 2.6361 0.3758 -1.0561 3.915 0.455 0.164
C 2.7146 -1.2314 0.8780 -2.463 0.811 1.541
C -1.5862 -1.6085 0.9101 -3.256 1.080 2.036
C 0.9801 2.4710 0.1984 6.261 0.045 3.845
C 1.9275 -2.2494 -0.0167 0.102 -0.884 -1.693
C -1.6724 1.8071 -0.6457 4.238 3.174 -3.842
H -1.2205 -1.4641 -1.5444 -2.598 1.108 0.656
H 2.0617 -3.3499 0.3057 0.487 1.728 -0.083
H 1.4382 0.8561 -2.4818 -1.016 -0.568 2.539
H -0.3290 3.5031 0.4625 -4.516 -1.674 -0.152
H 2.6339 -0.3774 -1.8074 0.668 -1.350 -0.302
H 0.4432 -0.0954 -1.0340 2.394 3.096 -0.121
H -0.6418 1.5360 -1.2984 -3.931 -0.076 2.042
H -0.0756 -3.0831 1.3581 -0.378 -2.281 0.855
H 2.1979 2.4997 0.4402 -2.770 -1.115 -0.351
H -3.9219 -0.1152 0.0643 1.226 -2.230 -2.067
H 0.7790 3.5642 0.6921 2.356 -2.661 -1.822
H 1.2073 1.8548 2.5206 -2.999 -1.311 -2.716
H 3.3448 1.1402 -1.4998 -0.440 -0.641 0.834
H -0.1343 0.1186 1.7677 2.989 3.751 -1.736
H -1.3602 -0.4817 0.5702 -1.183 -2.719 1.332
H -2.1774 2.4637 -1.5111 0.028 -1.191 2.024
H 0.0808 -1.5544 1.9422 1.268 0.306 -1.125
H -3.4578 0.1431 -1.7551 0.207 0.406 1.700
H 3.4463 -1.9352 1.2722 1.199 0.929 -0.395
H 0.1400 -3.0109 -0.8803 1.157 2.761 1.991
H 2.3319 -2.1031 -1.0567 0.544 -0.736 1.131
H 2.1940 -0.8524 1.9805 0.916 -0.921 -3.424
H -2.0588 3.2904 0.8768 -1.369 0.941 -0.095
H -2.8949 -2.0504 -1.8782 -0.729 0.482 -1.132
H -2.3233 -1.6757 1.9787 2.795 0.526 -2.723
```
Positions in Å, forces in eV/Å.

Calculated values
E_HOMO ... -0.30875 Eh
2S+1 ... 1
Energy above the lowest of the compared OMol25 structures with the same formula, charge and spin ... 17.819 eV
Frontier orbital gap ... 0.3311 Eh


Entry 2:
This record from the OMol25 dataset describes C12H14BCrF3N6O2 as an isolated structure at a distorted geometry. The level of theory is the ωB97M-V functional and the def2-TZVPD basis.

The geometry in XYZ format:
```
39
Properties=species:S:1:pos:R:3:forces:R:3
Cr -0.1300 -0.8222 0.3858 7.250 2.655 -2.241
F 3.1024 -2.8243 2.8380 -1.037 0.875 0.271
F 2.7723 -1.0939 4.1477 -0.728 -0.757 -0.841
F 1.4030 -2.8154 4.2304 0.513 0.848 -0.914
O 1.0439 -0.1518 2.2731 -0.712 -1.546 -1.252
O 0.7081 -2.2265 1.4918 -0.602 1.333 -0.595
N -0.2595 1.4278 -2.2502 -0.544 2.523 -1.662
N -0.4706 -1.0863 -2.5966 0.114 -0.133 0.843
N 1.7435 -0.0500 -2.0484 -0.515 -0.271 0.258
N -0.7325 -1.5566 -1.3147 -0.836 -0.207 -0.741
N 1.7131 -0.2734 -0.6904 -0.483 0.123 0.743
N -0.5698 1.4261 -0.9164 -1.134 0.853 2.045
C 1.2398 -1.3881 2.3169 0.496 -0.124 0.895
C -1.7265 -2.9107 -2.7964 0.054 0.134 0.272
C -1.0879 2.6103 -0.6096 0.645 -1.754 0.533
C 2.1550 -2.0391 3.4114 0.838 -0.521 1.029
C 2.9841 -0.2226 -0.2469 -0.187 0.010 -1.198
C 3.8432 -0.0481 -1.3444 -0.592 0.039 0.046
C -1.9082 -0.3778 1.3283 -2.376 -0.204 1.151
C 3.0184 0.0533 -2.4607 0.010 0.002 0.878
C -1.0305 -1.9191 -3.4882 -0.144 -0.011 0.863
C -1.1086 3.4195 -1.7599 -0.505 1.173 0.499
C -1.5383 -2.6395 -1.4402 0.523 0.367 -1.092
C -0.5733 2.6333 -2.7809 1.396 -3.326 -0.661
B 0.4244 0.1520 -2.8441 0.996 -0.788 -0.102
H -1.9111 -3.1552 -0.5678 0.047 -0.122 -0.072
H -1.4668 4.4304 -1.8283 -0.064 0.180 -0.100
H 3.2482 0.1808 -3.5033 0.050 0.096 -0.063
H -0.8809 -1.7541 -4.5458 -0.125 -0.026 0.086
H -2.1549 0.4410 0.6291 0.369 -0.639 0.040
H 3.2459 -0.2683 0.7991 -0.132 -0.189 -0.066
H -1.4285 2.8669 0.3848 0.103 -0.102 -0.063
H -2.8925 -0.7670 1.6497 0.460 -0.068 -0.221
H 0.6493 0.3205 -4.0078 -0.158 -0.038 0.178
H 4.9100 -0.0028 -1.3206 0.298 0.022 -0.013
H -2.2890 -3.7199 -3.2227 -0.041 -0.072 -0.028
H -1.4707 -1.3585 0.8599 -3.488 0.007 1.787
H -0.3980 2.8420 -3.8257 -0.030 0.052 0.017
H -1.4575 0.0041 2.2629 0.270 -0.394 -0.509
```
Positions in Å, forces in eV/Å.

Calculated values
E_HOMO (alpha / beta) ... -0.58558 / -0.58107 Eh
2S+1 ... 5
Energy above the lowest of the compared OMol25 structures with the same formula, charge and spin ... 0.000 eV
Frontier orbital gap (alpha / beta) ... 0.2698 / 0.1581 Eh
Total charge ... +2


E / hartree: -902.487541 -2313.023949